2 unconnected molecules or ions with the total composition C4H10FN2 in a non-equilibrium geometry. Source: OMol25; level of theory: ωB97M-V with the def2-TZVPD basis set.

```
17
Properties=species:S:1:pos:R:3:forces:R:3:nbo_charge:R:1
C -0.466 -0.485 -0.024 -3.78 3.03 0.90 0.517
C 1.902 -0.746 -0.088 0.35 -0.31 -0.01 -0.437
C 0.828 1.522 -0.137 -0.22 0.62 -0.15 -0.405
C -2.176 0.720 0.289 3.14 -2.23 -0.78 0.159
N 0.695 0.076 -0.055 0.50 -0.56 -0.04 -0.388
N -0.798 -1.742 -0.043 0.30 -0.60 -0.08 -0.765
F -3.134 -0.180 0.172 -0.42 -0.22 0.02 -0.311
H 2.776 -0.107 0.000 -0.07 -0.05 -0.01 0.243
H 1.903 -1.443 0.752 -0.01 0.01 -0.02 0.224
H 1.974 -1.302 -1.023 0.00 0.00 -0.05 0.224
H 1.873 1.799 -0.026 -0.08 -0.06 0.05 0.238
H 0.479 1.884 -1.105 0.07 -0.02 0.04 0.224
H 0.254 2.008 0.650 0.05 -0.03 0.04 0.220
H -2.045 1.067 1.304 0.07 0.10 0.07 0.196
H -2.160 1.429 -0.528 0.04 0.09 0.01 0.196
H -1.774 -2.006 0.022 0.10 0.17 0.00 0.442
H -0.130 -2.495 -0.160 -0.03 0.06 0.00 0.424
```
Forces are in eV/Å.

Max |F| = 4.93 eV Å⁻¹
Total charge = +1
Frontier orbital gap = 11.338 eV
Energy = -9999.7135 eV
ΔE to the lowest compared entry with this formula, charge and spin = 18.4 kcal/mol

A molecular structure, C27H23BMgN7 in a non-equilibrium geometry. Source: OMol25; level of theory: ωB97M-V with the def2-TZVPD basis set.

```
59
Properties=species:S:1:pos:R:3:forces:R:3:nbo_charge:R:1
Mg 0.393 -0.649 -0.865 -0.14 -0.64 0.08 1.712
C 2.160 1.806 -2.361 -0.35 -0.29 -0.85 -0.253
N 1.155 0.746 -2.379 -0.20 -0.08 0.51 -0.624
C 0.375 0.696 -3.398 -0.30 -0.86 -0.30 0.164
C -0.673 -0.297 -3.536 0.69 0.28 1.06 -0.034
C -1.372 -0.691 -4.658 -1.02 -0.48 0.70 -0.277
C -2.122 -1.810 -4.215 -0.49 -1.29 -1.25 -0.352
C -1.769 -2.096 -2.893 0.52 1.53 -0.26 -0.044
N -0.937 -1.129 -2.475 1.29 0.11 0.52 -0.652
C 1.627 3.197 -2.535 0.83 0.58 -0.19 -0.013
C 0.332 3.568 -2.303 -1.13 -2.02 1.07 -0.229
C -0.043 4.886 -2.326 -1.17 -0.05 0.31 -0.182
C 0.876 5.861 -2.563 0.31 -1.43 -0.09 -0.232
C 2.178 5.505 -2.808 0.37 0.16 -0.98 -0.210
C 2.560 4.185 -2.862 -0.75 -0.31 0.67 -0.212
H 2.846 1.660 -3.234 0.04 -0.17 0.98 0.189
H 2.652 1.811 -1.384 0.32 -0.41 -0.30 0.235
H 0.556 1.368 -4.229 -0.16 0.24 -0.33 0.166
H -1.414 -0.102 -5.547 -0.09 -0.17 -0.67 0.204
H -2.758 -2.500 -4.793 0.30 0.74 0.08 0.198
H -2.024 -2.892 -2.210 -0.24 -0.06 -0.19 0.210
H -0.346 2.737 -1.970 0.33 1.16 -0.51 0.240
H -1.067 5.176 -2.145 -0.17 -0.14 0.05 0.205
H 0.549 6.831 -2.651 -0.44 2.25 -0.02 0.199
H 2.799 6.294 -3.157 0.94 0.41 0.07 0.199
H 3.553 3.845 -3.059 0.71 0.21 -0.24 0.201
B 0.586 1.919 1.314 -0.27 1.26 1.19 0.195
N 1.705 0.915 1.543 -0.21 -1.37 -0.90 -0.291
C 2.486 0.695 2.581 -0.12 0.79 1.08 -0.022
C 3.210 -0.472 2.377 0.32 0.20 0.14 -0.373
C 2.824 -0.903 1.121 -1.60 0.59 -0.48 -0.037
N 1.878 -0.062 0.649 0.49 -0.74 -0.96 -0.431
N -0.816 1.246 1.116 -0.60 0.43 0.33 -0.288
C -1.957 1.619 1.703 -1.24 0.28 1.44 -0.013
C -3.050 0.983 1.056 1.39 1.02 0.78 -0.366
C -2.446 0.285 0.055 1.28 -0.83 -1.13 -0.032
N -1.101 0.438 0.087 -0.66 -0.12 -0.28 -0.450
H 0.521 2.639 2.365 -0.03 -0.57 -0.99 -0.064
H 0.855 2.540 0.333 -0.06 0.27 -0.29 -0.057
H 2.354 1.467 3.333 0.62 -0.59 0.41 0.219
H 3.892 -0.981 3.016 0.35 0.04 0.42 0.220
H 2.993 -1.809 0.552 0.29 0.12 0.28 0.226
H -1.978 2.263 2.624 0.24 -0.72 -1.32 0.215
H -4.096 1.016 1.220 -0.53 0.25 0.43 0.219
H -2.895 -0.339 -0.713 0.25 0.10 0.18 0.225
N -2.509 -6.020 6.909 0.36 0.10 0.15 -0.360
C -1.970 -5.529 6.017 -0.62 -0.32 -0.22 0.301
C -1.517 -4.982 4.770 0.68 1.11 1.29 -0.224
C -0.922 -3.703 4.757 0.46 0.51 1.03 -0.167
C -0.507 -3.096 3.597 -0.08 -0.79 -0.88 -0.194
C -0.591 -3.829 2.380 -0.71 0.23 0.14 -0.040
C -1.196 -5.083 2.446 -0.78 -1.33 -1.29 -0.206
C -1.667 -5.677 3.600 0.80 0.54 -0.08 -0.154
C -0.196 -3.305 1.114 0.88 1.06 -0.49 -0.309
C 0.276 -2.657 0.169 -0.54 -0.34 0.60 -0.435
H -0.668 -3.171 5.701 -0.72 -0.54 -0.61 0.218
H -0.149 -2.078 3.596 0.28 -0.01 -0.03 0.232
H -1.424 -5.647 1.520 0.63 0.58 0.44 0.218
H -2.004 -6.686 3.645 -0.55 -0.48 -0.29 0.217
```
Forces are in eV/Å.

Max |F| = 2.55 eV Å⁻¹
Total charge = -1
Frontier orbital gap = 7.712 eV
Energy = -44927.0458 eV

2 unconnected molecules or ions with the total composition C6H11NO. Source: OMol25; level of theory: ωB97M-V with the def2-TZVPD basis set.

```
19
Properties=species:S:1:pos:R:3:forces:R:3:nbo_charge:R:1
C 1.596 -0.608 -0.754 -0.01 -0.04 -0.23 -0.101
C 1.665 0.819 -0.287 0.09 -0.21 -0.20 -0.200
C 1.695 1.194 0.978 0.06 0.11 0.07 -0.417
O 1.331 -1.548 0.248 0.20 -0.21 0.18 -0.744
H 0.485 -1.324 0.669 -0.19 0.00 0.00 0.492
H 2.567 -0.885 -1.182 -0.12 0.07 -0.08 0.189
H 0.848 -0.677 -1.561 0.18 0.05 0.06 0.163
H 1.706 1.545 -1.090 0.01 0.17 0.01 0.195
H 1.751 2.229 1.266 0.04 0.24 -0.02 0.196
H 1.678 0.468 1.775 -0.03 -0.17 0.09 0.199
C -1.612 0.416 0.804 -0.25 0.37 0.52 0.133
C -1.908 0.287 -0.616 -0.16 -0.04 -0.54 -0.289
C -1.921 -0.883 -1.245 0.01 0.18 -0.03 -0.302
N -1.041 -0.509 1.444 0.22 -0.47 0.21 -0.659
H -0.893 -0.334 2.433 -0.18 0.29 -0.03 0.357
H -1.940 1.363 1.258 0.13 -0.20 0.09 0.163
H -2.164 1.203 -1.130 -0.02 0.04 -0.12 0.209
H -1.686 -1.789 -0.715 0.03 -0.22 0.14 0.213
H -2.157 -0.966 -2.294 -0.03 0.06 -0.12 0.202
```
Forces are in eV/Å.

Structure (SMILES) = [H]/N=C/C=C.C=CCO
Max |F| = 0.69 eV Å⁻¹
Frontier orbital gap = 9.565 eV
Energy = -9935.8720 eV
ΔE to the lowest compared entry with this formula, charge and spin = 59.6 kcal/mol

2 unconnected molecules or ions with the total composition C3H10O2P2 in a non-equilibrium geometry. Source: OMol25; level of theory: ωB97M-V with the def2-TZVPD basis set.

```
17
Properties=species:S:1:pos:R:3:forces:R:3:nbo_charge:R:1
C 1.726 2.035 -0.153 -0.52 -0.25 -1.43 -0.246
C -1.846 1.145 0.085 0.97 -0.80 1.21 -0.258
C 0.462 -2.672 0.305 -3.09 1.97 1.77 -0.924
O 2.642 1.258 0.494 1.62 -3.31 2.04 -0.788
O -2.051 0.057 -0.797 2.33 1.43 -0.90 -0.731
P 2.347 -0.372 0.975 -0.17 1.41 -0.96 0.561
P 0.769 -0.920 -0.194 0.37 0.48 -0.02 0.157
H 2.329 2.690 -0.807 -0.88 0.15 0.29 0.193
H 1.113 2.491 0.597 -0.42 1.07 0.20 0.172
H 1.066 1.366 -0.718 0.00 0.73 -0.56 0.177
H -1.054 0.799 0.796 -0.85 0.38 0.04 0.169
H -2.728 1.494 0.611 -0.26 -0.23 0.10 0.174
H -1.381 2.016 -0.354 -0.13 0.09 -0.94 0.174
H -0.509 -2.647 1.037 2.65 -0.29 -1.45 0.237
H 1.368 -3.007 0.700 0.92 -1.33 0.97 0.226
H 0.134 -3.170 -0.568 -0.06 -0.75 -0.87 0.233
H -2.867 -0.356 -0.736 -2.46 -0.74 0.52 0.473
```
Forces are in eV/Å.

Max |F| = 4.21 eV Å⁻¹
Frontier orbital gap = 8.257 eV
Energy = -25943.3078 eV
ΔE to the lowest compared entry with this formula, charge and spin = 33.2 kcal/mol

A single C2H6N4O2 molecule in a non-equilibrium geometry. Source: OMol25; level of theory: ωB97M-V with the def2-TZVPD basis set.

```
14
Properties=species:S:1:pos:R:3:forces:R:3:nbo_charge:R:1
C 0.007 -0.637 -0.841 0.53 -1.78 -0.06 0.628
C 0.668 0.413 2.311 -4.24 -0.61 -0.89 -0.105
H -0.022 2.821 -1.481 -1.14 -3.99 2.13 0.387
H -1.066 2.310 0.019 2.72 -1.60 -2.99 0.369
H -1.339 0.605 -1.958 1.27 -0.57 1.18 0.390
H 1.564 -0.084 2.504 1.88 -0.26 -0.34 0.193
H 0.168 0.840 3.213 0.16 -0.13 -1.08 0.192
H -0.127 -3.720 -1.275 2.75 2.93 3.24 0.480
N -0.255 1.937 -0.737 -1.37 2.05 0.63 -0.696
N -0.564 0.597 -1.253 -1.16 1.01 -1.61 -0.484
N -0.077 0.180 1.255 4.19 0.40 1.97 -0.096
N -0.270 -1.873 -1.374 1.28 4.61 2.05 -0.283
O 0.899 -0.439 0.245 -3.44 -0.02 -0.31 -0.411
O 0.413 -2.951 -0.629 -3.43 -2.03 -3.90 -0.564
```
Forces are in eV/Å.

Structure (SMILES) = C=NO/C(=N\O)NN
Max |F| = 5.58 eV Å⁻¹
Frontier orbital gap = 8.961 eV
Energy = -12218.8129 eV
ΔE to the lowest compared entry with this formula, charge and spin = 180.8 kcal/mol

A single C5H9NO molecule. Source: OMol25; level of theory: ωB97M-V with the def2-TZVPD basis set.

```
16
Properties=species:S:1:pos:R:3:forces:R:3:nbo_charge:R:1
C 0.085 0.110 1.775 -0.02 0.06 0.01 -0.635
C 0.347 -0.964 0.739 0.21 0.05 0.12 -0.074
N -0.820 -1.622 0.143 -0.11 -0.24 -0.01 -0.597
C 0.022 -0.769 -0.693 0.18 0.10 -0.17 -0.081
C -0.579 0.526 -1.172 0.00 -0.02 0.06 -0.534
C 0.426 1.648 -1.260 0.30 -0.04 0.02 0.446
O 1.612 1.522 -1.066 -0.48 0.06 -0.09 -0.524
H -0.981 0.158 2.011 0.13 0.01 -0.05 0.223
H 0.629 -0.093 2.702 -0.09 -0.02 -0.12 0.220
H 0.412 1.093 1.418 -0.02 -0.13 0.09 0.213
H 1.217 -1.591 0.933 -0.15 0.08 -0.05 0.196
H -0.631 -2.604 -0.038 -0.04 0.13 0.01 0.355
H 0.682 -1.252 -1.413 -0.08 0.05 0.14 0.202
H -1.394 0.841 -0.508 0.09 -0.01 -0.05 0.244
H -1.037 0.415 -2.164 0.03 0.02 0.09 0.239
H 0.006 2.642 -1.526 0.04 -0.10 0.01 0.108
```
Forces are in eV/Å.

Structure (SMILES) = C[C@H]1N[C@H]1CC=O
Max |F| = 0.49 eV Å⁻¹
Frontier orbital gap = 10.691 eV
Energy = -8867.1987 eV
ΔE to the lowest compared entry with this formula, charge and spin = 46.4 kcal/mol